# 1
An isolated molecule of C12H13N in a non-equilibrium geometry. Source: OMol25; level of theory: ωB97M-V/def2-TZVPD.

The geometry in XYZ format:
```
26
Properties=species:S:1:pos:R:3:forces:R:3:mulliken_charge:R:1
C 2.06377 -1.44927 0.84396 2.47 -0.23 1.23 -1.421
C 1.83134 -0.70770 -0.37759 -0.12 1.24 -2.74 0.027
N 3.16308 0.01218 -0.62296 -3.41 3.20 -0.79 -0.702
C 0.68589 0.35019 -0.21607 2.39 -0.36 1.17 0.666
C 1.13546 1.63437 0.04882 -4.58 -0.27 0.41 -0.760
C 0.02543 2.64154 0.22629 6.79 -0.53 1.76 -0.617
C -1.22205 2.33240 0.13308 -4.01 -1.35 -0.97 -0.628
C -1.66515 0.95386 -0.16814 -1.44 0.18 0.53 0.262
C -3.05135 0.52129 -0.30304 1.22 0.76 1.02 -0.706
C -3.29063 -0.78773 -0.03245 -3.09 -1.19 -1.29 -0.307
C -2.34223 -1.75759 0.04418 1.39 -2.27 -1.03 -0.858
C -1.03607 -1.40158 -0.04752 -1.21 -0.44 0.23 -0.498
C -0.71650 -0.10356 -0.08757 2.11 5.12 -1.31 0.897
H 2.88539 -2.19969 0.76525 -0.65 0.34 -0.18 0.296
H 1.20339 -1.89578 1.24900 -0.91 -0.40 0.95 0.512
H 2.51960 -0.60758 1.38667 -0.45 -0.77 1.18 0.403
H 1.49110 -1.35491 -1.22011 0.55 0.31 0.17 0.442
H 2.92194 0.89664 -1.21981 0.77 -2.17 1.32 0.250
H 3.83987 -0.47477 -1.12817 0.94 -1.44 -0.97 0.233
H 2.05358 1.85327 0.57366 0.53 -0.04 -1.00 0.405
H 0.52276 3.46139 0.78386 -1.43 0.41 -0.81 0.247
H -1.97365 3.06494 0.40559 -0.19 -0.11 -0.21 0.367
H -3.95430 1.07892 -0.55549 0.72 0.69 0.26 0.388
H -4.30450 -1.25198 -0.15161 0.61 1.12 0.23 0.261
H -2.57085 -2.79807 -0.24472 -0.27 0.42 1.10 0.284
H -0.21532 -2.01078 -0.08513 1.28 -2.21 -0.27 0.554
```
Forces are in eV/Å.

Output
Structure (SMILES): C[C@H](N)c1cccc2ccccc12
Frontier orbital gap in eV: 8.9
Energy relative to the best compared isomer or geometry (same formula, charge and spin) in eV: 2.6949
Charge: 0
Electronic energy in a.u.: -519.7233
Highest occupied orbital energy in Eh: -0.3095


# 2
The ion C8H12F2IN2 with charge +1 in a non-equilibrium geometry. Source: OMol25; level of theory: ωB97M-V/def2-TZVPD.

The geometry in XYZ format:
```
25
Properties=species:S:1:pos:R:3:forces:R:3:mulliken_charge:R:1
C -1.38864 3.05254 -0.32626 0.77 -0.23 -0.37 -0.323
C -0.54441 2.19620 -0.28038 -1.19 0.84 -0.23 -0.110
N 0.35868 1.18260 -0.34156 1.08 2.33 -0.85 -0.200
C 0.30098 -0.00228 0.19463 1.96 -1.71 -0.88 0.608
N -0.69588 -0.44062 0.92437 1.73 -1.89 0.88 -0.087
C -1.98314 0.08360 1.12817 -2.58 -2.38 -3.38 -0.902
C -3.04885 -0.93857 0.11112 1.52 2.45 1.37 0.486
F -2.45666 -0.95864 -1.12623 -0.29 -0.67 1.12 -0.214
F -3.12521 -2.18345 0.65131 0.14 1.16 -0.88 -0.204
I -4.90740 0.14049 -0.09571 0.33 -0.63 0.19 0.126
C 1.67653 -0.83624 -0.11503 -2.72 -0.27 3.51 0.318
C 1.98680 -1.17888 -1.55020 1.10 0.30 -1.32 -1.305
C 2.78388 -0.06526 0.68912 -2.89 1.85 -2.29 -1.422
H -2.09922 3.83893 -0.50221 0.15 -0.23 0.29 0.420
H 1.29399 1.49609 -0.69211 -1.16 -0.71 0.18 0.366
H -0.55032 -1.36040 1.39963 0.03 1.00 -0.91 0.338
H -2.32620 -0.01073 2.09838 -0.52 -0.43 2.03 0.413
H -2.11762 1.07257 0.79177 -0.06 0.75 -0.42 0.119
H 1.45538 -1.70467 0.56748 0.43 0.08 -1.23 0.309
H 1.48005 -1.99254 -2.07252 -0.25 -0.34 0.90 0.379
H 3.08654 -1.41339 -1.57664 -1.00 0.21 -0.12 0.370
H 1.80725 -0.37515 -2.30156 0.35 0.10 0.91 0.299
H 2.26154 0.61238 1.39307 0.91 -0.54 0.07 0.355
H 3.44459 -0.73494 1.08191 1.68 -1.62 1.45 0.446
H 3.30732 0.52037 -0.05056 0.45 0.57 -0.01 0.414
```
Forces are in eV/Å.

Output
Structure (SMILES): C#CN/C(=[NH+]\CC(F)(F)I)C(C)C
Frontier orbital gap in eV: 9.4
Energy relative to the best compared isomer or geometry (same formula, charge and spin) in eV: 0.0000
Charge: +1
Electronic energy in a.u.: -918.6039
Highest occupied orbital energy in Eh: -0.4793


# 3
A structure of composition C34H38GeKN2O. Source: OMol25; level of theory: ωB97M-V/def2-TZVPD.

The geometry in XYZ format:
```
77
Properties=species:S:1:pos:R:3:forces:R:3:mulliken_charge:R:1
K -0.15648 -0.52977 1.00383 0.01 -0.03 0.10 1.269
C -0.04655 1.99832 4.64717 0.02 0.00 0.03 -1.753
C 0.84430 1.10072 3.83208 -0.02 -0.04 -0.02 0.660
C 0.80188 -0.28305 3.98299 -0.07 -0.02 -0.01 -0.107
C 1.66198 -1.11917 3.27285 -0.02 0.02 -0.05 -0.094
C 1.54544 -2.61417 3.40779 0.09 -0.05 0.03 -1.698
C 2.57404 -0.54468 2.39031 -0.11 -0.04 -0.07 -0.345
C 2.61925 0.83580 2.19513 0.05 0.01 0.01 1.111
C 3.56557 1.45011 1.20095 0.00 0.01 0.03 -1.482
C 1.75091 1.64288 2.92379 0.00 -0.04 0.02 -0.409
H 0.53135 2.49451 5.42881 0.00 0.01 -0.01 0.443
H -0.83829 1.43543 5.14100 0.00 0.00 0.00 0.411
H -0.49823 2.78011 4.03462 -0.01 0.00 0.00 0.355
H 0.06881 -0.72651 4.64999 0.05 0.03 0.07 0.372
H 1.97197 -2.96477 4.34912 0.00 0.03 0.01 0.406
H 2.07176 -3.12435 2.60051 0.00 0.00 0.00 0.274
H 0.49985 -2.92843 3.39284 0.00 -0.02 0.00 0.361
H 3.22304 -1.18841 1.80440 0.06 0.03 0.04 0.294
H 4.07836 2.31012 1.63242 0.00 0.01 0.00 0.479
H 3.01315 1.79458 0.32331 0.01 -0.01 -0.01 0.005
H 4.31334 0.73098 0.87102 -0.01 0.01 0.00 0.356
H 1.79350 2.71923 2.79255 -0.01 0.00 0.00 0.560
C -4.40120 0.18488 3.50502 0.00 0.00 0.01 -0.777
C -5.35674 -0.58947 2.87033 0.02 0.00 -0.02 -0.555
C -4.97922 -1.35489 1.77948 -0.02 0.00 0.01 -0.813
C -3.65463 -1.32562 1.35623 -0.02 0.03 0.06 -0.009
N -2.72843 -0.58900 1.97694 -0.02 0.02 -0.06 0.320
C -3.10412 0.14682 3.01987 -0.02 0.01 0.01 -0.193
C -3.21491 -2.15996 0.20035 0.02 -0.03 -0.02 0.734
C -4.08643 -2.42314 -0.85269 0.00 0.02 0.03 -0.777
C -3.68270 -3.27208 -1.86880 0.01 -0.01 0.00 -0.509
C -2.42627 -3.84781 -1.79347 0.00 0.00 0.01 -0.765
C -1.61713 -3.50654 -0.72234 0.03 0.00 0.01 -0.422
N -1.97594 -2.66554 0.24625 -0.06 0.00 -0.01 -0.248
H -4.64676 0.79984 4.35908 0.00 0.00 0.00 0.446
H -6.37998 -0.60626 3.22076 0.00 0.01 0.00 0.440
H -5.70032 -1.98768 1.28185 0.01 -0.01 -0.01 0.482
H -2.32590 0.73763 3.49108 0.00 0.01 0.00 0.235
H -5.06283 -1.96003 -0.87840 0.00 0.00 0.00 0.475
H -4.34323 -3.48769 -2.69792 0.00 0.00 0.00 0.460
H -2.07166 -4.54169 -2.54226 -0.01 0.00 -0.01 0.452
H -0.63030 -3.94611 -0.63029 0.01 0.01 0.00 0.712
Ge 0.59845 0.09540 -2.23982 0.04 0.16 -0.19 0.072
C 2.17161 -0.90739 -1.70310 -0.08 0.00 -0.01 0.100
C 1.99686 -2.17645 -1.15081 -0.02 0.02 -0.02 0.127
C 3.08081 -2.91974 -0.70299 0.03 -0.02 0.02 -0.559
C 4.36239 -2.40010 -0.81214 -0.03 0.02 -0.01 -0.483
C 4.55255 -1.14123 -1.36822 0.01 -0.01 0.00 -0.745
C 3.46596 -0.40016 -1.80721 -0.01 0.04 -0.02 -0.017
C 0.57664 1.09087 -3.89890 0.11 -0.08 0.14 0.052
C 1.53270 2.07579 -4.14739 0.01 0.04 0.01 0.105
C 1.49834 2.80900 -5.32328 0.00 0.00 0.00 -0.773
C 0.50510 2.56541 -6.26311 -0.01 -0.02 0.02 -0.480
C -0.45203 1.58972 -6.02499 0.02 0.03 -0.03 -0.591
C -0.41519 0.85666 -4.84730 -0.03 -0.07 0.01 -0.361
H -0.61271 -0.86739 -2.16748 -0.02 0.03 0.03 -0.376
H 1.00056 -2.60211 -1.09318 0.00 -0.01 0.00 0.238
H 2.92782 -3.90632 -0.28366 0.00 0.00 0.00 0.470
H 5.21381 -2.97729 -0.47659 0.00 0.00 0.01 0.408
H 5.55232 -0.73777 -1.46289 0.01 0.00 0.00 0.441
H 3.63651 0.58027 -2.23586 0.00 0.00 0.00 0.255
H 2.30670 2.28618 -3.41739 0.00 0.00 0.00 0.254
H 2.24467 3.57051 -5.50715 0.00 0.00 0.00 0.422
H 0.47826 3.13786 -7.18068 0.00 0.00 0.00 0.388
H -1.22781 1.39948 -6.75475 0.00 0.00 -0.01 0.401
H -1.16827 0.09612 -4.67170 0.00 0.01 0.01 0.335
C -1.74612 2.13889 -0.32378 -0.08 0.14 0.05 -1.228
C -0.41097 2.42238 -0.99164 0.00 -0.06 -0.02 0.771
C 0.30190 3.60332 -0.36425 0.00 -0.03 -0.01 -1.391
O 0.45035 1.27840 -0.87403 -0.01 -0.09 -0.07 -0.012
H -2.40358 3.00445 -0.42130 -0.03 -0.03 -0.04 0.498
H -1.62331 1.96271 0.74981 0.06 -0.04 -0.02 0.129
H -2.25611 1.28161 -0.77007 0.05 -0.03 0.00 0.227
H -0.58472 2.62808 -2.05374 -0.01 0.05 0.01 0.260
H 0.51432 3.38847 0.68570 0.01 0.01 0.00 0.105
H -0.31252 4.50242 -0.41856 0.00 0.00 0.00 0.446
H 1.24447 3.79684 -0.87611 0.01 0.00 0.01 0.356
```
Forces are in eV/Å.

Output
Frontier orbital gap in eV: 9.2
Energy relative to the best compared isomer or geometry (same formula, charge and spin) in eV: 0.2543
Charge: +1
Electronic energy in a.u.: -4179.9121
Highest occupied orbital energy in Eh: -0.4257


# 4
A structure of composition C20H52BIN10O6P2 in a non-equilibrium geometry. Source: OMol25; level of theory: ωB97M-V/def2-TZVPD.

The geometry in XYZ format:
```
92
Properties=species:S:1:pos:R:3:forces:R:3:mulliken_charge:R:1
C 4.16977 -4.44021 6.50140 -0.17 0.85 -0.22 -0.489
C 5.53150 -3.87648 5.72186 -0.49 -0.89 0.38 -0.268
O 5.18672 -3.07906 4.50242 -0.93 0.41 2.49 -0.299
C 4.54991 -1.80406 4.87098 0.19 1.67 -0.53 -0.502
C 3.22286 -1.44532 3.91807 0.44 -0.38 -1.28 -0.720
C 2.03271 -2.56781 4.01203 2.71 -1.50 2.31 0.593
C 0.96704 -2.55247 5.25617 0.62 0.61 -1.78 -0.202
B 0.33586 -1.13521 5.79966 -1.44 1.66 1.00 0.481
N -1.09516 -1.14853 6.39084 2.09 -0.46 -1.00 -0.714
O 1.01960 0.17921 5.82665 0.30 -2.96 1.43 -0.533
N -0.13743 -3.40479 4.59609 2.13 -4.72 -2.07 0.386
C -0.53723 -4.46317 5.60360 -2.74 -6.18 5.74 0.316
O -1.71928 -4.39978 6.22772 5.73 0.92 -3.94 -0.630
O 0.36601 -5.56949 5.95643 -3.33 6.34 -2.97 -0.639
C 0.36868 -4.07799 3.30397 0.95 4.86 3.74 0.124
N 0.11409 -5.33438 2.80788 -1.97 0.88 -0.81 -0.253
N 1.29251 -2.98177 2.73342 -1.13 -4.19 1.79 -0.344
I 2.63326 -4.16861 1.63346 0.45 0.65 -0.59 0.172
H 4.41026 -4.99444 7.50779 -0.29 0.99 -2.12 0.386
H 3.46423 -3.53043 6.79106 1.53 -1.86 -0.56 -0.028
H 3.54271 -5.12422 5.78590 1.29 1.18 1.44 0.158
H 6.19105 -3.20655 6.44512 -1.29 -1.51 -1.49 0.261
H 6.12316 -4.83961 5.33772 -1.13 2.43 0.80 0.256
H 5.34153 -0.94795 4.61401 -1.72 -1.72 0.54 0.282
H 4.32590 -1.68194 6.02147 0.30 -0.59 -2.26 0.300
H 2.87601 -0.33556 4.06689 0.56 -2.27 -0.01 0.265
H 3.64331 -1.50260 2.80229 -0.92 0.09 2.37 0.223
H 2.63841 -3.57241 4.23415 -0.92 2.30 -0.13 -0.058
H 1.40049 -3.13871 6.19229 -0.84 0.88 -2.08 0.086
H -1.74882 -1.67549 5.77134 0.74 -0.02 1.25 0.312
H -1.05501 -1.56732 7.35698 -0.45 0.47 -1.46 0.284
H 1.80431 0.17371 6.45354 -1.19 0.01 -1.42 0.315
H 0.71312 -6.18403 2.93226 -0.55 1.70 0.19 0.274
H -0.80799 -5.48914 2.29897 1.64 0.28 1.35 0.250
O 1.39656 -2.55720 -2.25146 -0.53 -4.78 -0.23 -0.769
P -0.10613 -2.58493 -2.62388 -0.02 8.40 0.99 0.736
N 0.20049 -1.60987 -3.99352 1.02 0.06 -2.31 0.175
C -0.47252 -0.42028 -4.47146 -0.71 0.04 0.13 -0.622
C 0.85423 -2.30672 -5.10679 0.59 -0.22 0.34 -0.998
N -0.50087 -1.60092 -1.23655 -0.32 -0.10 1.85 0.256
C -0.64915 -0.15411 -1.27731 -0.42 0.34 -0.57 -1.043
C 0.35389 -1.86626 -0.05193 -0.11 -0.19 -0.39 -1.130
N -1.83358 -2.61679 -3.05200 0.54 -2.22 -0.32 0.069
C -2.19645 -3.40438 -4.22798 0.37 -0.37 0.04 -1.034
C -2.93337 -1.78259 -2.61134 -0.58 -0.36 1.25 -0.918
H -1.43771 -0.63658 -4.93393 -0.31 0.12 -0.18 0.171
H 0.13017 0.10120 -5.22666 0.10 -0.46 0.10 0.430
H -0.61230 0.33232 -3.70279 -0.15 -0.14 0.12 0.023
H 0.17237 -3.00748 -5.59461 -0.02 -0.04 -0.30 0.308
H 1.72290 -2.87367 -4.75622 -0.15 0.00 0.12 0.261
H 1.23190 -1.62039 -5.87226 -0.19 0.10 0.25 0.362
H 0.27927 0.35524 -1.59220 -0.17 -0.06 0.03 0.379
H -0.93056 0.24039 -0.29260 0.20 -0.32 0.05 0.472
H -1.46637 0.17414 -1.92208 0.25 -0.06 -0.11 0.038
H 1.33226 -1.37045 -0.14243 -0.05 -0.19 0.01 0.337
H 0.52334 -2.93530 0.09312 -0.03 0.18 -0.19 0.146
H -0.11140 -1.49182 0.86377 -0.30 0.09 -0.22 0.405
H -2.13992 -2.81282 -5.13954 -0.04 0.15 -0.23 0.302
H -3.21004 -3.81473 -4.15637 0.14 0.10 0.15 0.380
H -1.52555 -4.26463 -4.32855 -0.07 0.16 -0.12 0.306
H -2.93156 -0.80905 -3.10771 0.24 0.04 0.00 0.300
H -2.95044 -1.64757 -1.52640 0.31 0.16 -0.21 0.280
H -3.90512 -2.23838 -2.83866 0.24 -0.24 -0.17 0.353
O -1.27316 2.95725 -3.41457 1.75 -1.73 4.12 -0.835
P -1.22814 4.29206 -2.63112 -2.30 3.91 -7.10 0.872
N -2.90455 4.51160 -2.88038 -2.35 -0.74 0.53 0.263
C -3.64447 5.66999 -3.33552 0.21 0.56 0.28 -0.862
C -3.76313 3.64892 -2.06127 0.21 -0.60 -0.19 -0.821
N -0.30619 5.04695 -3.90741 1.64 0.21 -0.66 0.118
C -0.89079 5.84230 -4.97632 -0.48 0.50 0.16 -1.161
C 0.64016 4.12659 -4.58690 -0.15 -0.21 0.31 -1.048
N -1.17639 5.82653 -1.73049 0.42 -1.52 1.68 -0.020
C -1.80846 5.82762 -0.41315 0.10 -0.51 0.15 -1.073
C -0.85923 7.17081 -2.16860 1.43 0.28 -0.07 -0.895
H -3.73239 6.44393 -2.57032 -0.13 0.34 0.09 0.260
H -4.66688 5.39838 -3.62948 0.24 -0.31 0.30 0.386
H -3.23646 6.11305 -4.23776 0.28 0.02 0.13 0.180
H -3.74608 3.95022 -1.01109 -0.24 -0.01 0.16 0.285
H -3.43430 2.60594 -2.11591 0.15 0.13 0.00 0.039
H -4.80691 3.65303 -2.39311 0.22 0.20 -0.12 0.378
H -1.59833 5.26106 -5.59448 0.11 0.09 0.08 0.302
H -0.11333 6.24008 -5.64101 0.09 -0.34 0.17 0.391
H -1.39523 6.74011 -4.61465 -0.09 -0.22 0.05 0.313
H 0.12405 3.48730 -5.31914 0.09 0.01 0.18 0.327
H 1.15910 3.48187 -3.87441 -0.16 0.05 -0.08 0.335
H 1.40917 4.68085 -5.13152 -0.14 0.31 0.16 0.334
H -2.86542 6.07856 -0.47599 -0.26 0.12 0.01 0.311
H -1.33504 6.53795 0.27401 0.06 -0.09 -0.21 0.391
H -1.71155 4.84114 0.05345 -0.15 0.15 -0.04 0.294
H -1.69092 7.63136 -2.70745 -0.07 -0.18 -0.11 0.289
H 0.04772 7.21162 -2.77801 -0.32 -0.19 -0.14 0.284
H -0.64134 7.83313 -1.32150 -0.12 -0.33 0.16 0.346
```
Forces are in eV/Å.

Output
Frontier orbital gap in eV: 5.7
Charge: 0
Electronic energy in a.u.: -2796.9552
Highest occupied orbital energy in Eh: -0.2849